A 6-piece molecular cluster, C30H59Br3F3N2O32P4S6 overall at a distorted geometry. Source: the OMol25 dataset; level of theory: the ωB97M-V functional and the def2-TZVPD basis.

The HOMO energy comes out at -11.85 eV. For the LUMO energy, the calculation gives -3.14 eV.

```
! wB97M-V def2-TZVPD RIJCOSX def2/J DEFGRID3
* xyz 1 1
C 5.1111 -1.7974 3.6331
C 5.8720 -1.8135 2.3050
O 6.4987 -0.5547 2.0297
C 6.0223 0.1080 0.8933
C 4.5882 0.6233 1.0698
O 3.7745 0.1768 -0.0228
C 2.4124 0.4406 0.1800
C 1.6110 -0.2964 -0.8904
Br 2.2298 -2.1660 -0.5714
N 2.0930 0.1376 -2.2892
P 2.3852 2.0591 -2.6107
C 3.9686 2.3270 -1.7990
O 1.3111 2.6391 -1.5421
C 1.2755 -0.3991 -3.5027
C 1.5694 -1.8844 -3.7562
C 3.0387 -2.1871 -4.0638
C 3.2456 -3.0219 -5.3485
S 4.8562 -2.6306 -5.9395
O 4.9233 -1.2152 -6.1963
O 5.8111 -3.2513 -5.0759
O 4.7945 -3.3790 -7.3386
C 1.7437 0.3373 -4.7835
O 1.3451 -0.5047 -5.8607
C 2.0312 -0.4528 -7.0406
C 2.4992 0.8944 -7.4841
O 2.1337 -1.4442 -7.6423
C -0.2208 -0.2174 -3.1606
P -1.2734 0.7317 -4.3496
N -1.0991 2.2764 -4.4572
O -0.4403 0.4718 -1.9524
C 0.0347 -0.1613 -0.7605
C -0.4155 0.8229 0.3535
C -0.5511 0.2646 1.7827
C -0.3233 1.3574 2.8320
F 0.7856 2.1051 2.4824
Br -1.8291 2.5497 2.9226
C 0.0049 0.7882 4.2423
F 1.2937 0.4184 4.2311
F -0.1354 1.7182 5.1789
Br -1.0671 -0.7357 4.7238
P -0.8570 -1.7937 -0.3263
P -3.0008 -1.2839 -0.5067
O -3.5478 -1.3980 0.8470
O -3.1429 0.1317 -1.2108
O -3.5882 -2.3492 -1.5403
H 4.0423 -1.9883 3.4983
H 5.4938 -2.5277 4.3422
H 5.2016 -0.8071 4.0875
H 6.6688 -2.5612 2.3178
H 5.1963 -2.0646 1.4765
H 6.7122 0.9366 0.7145
H 6.0440 -0.5433 0.0058
H 4.1726 0.2307 2.0051
H 4.5548 1.7209 1.1258
H 2.2229 1.5128 0.1733
H 2.0789 0.0514 1.1460
H 3.0414 -0.2461 -2.3657
H 4.2371 3.3408 -2.1257
H 4.7149 1.6242 -2.1786
H 3.9550 2.3011 -0.7133
H 1.5087 3.5452 -1.2529
H 0.9397 -2.1674 -4.6048
H 1.2063 -2.4847 -2.9263
H 3.4799 -2.7490 -3.2379
H 3.6263 -1.2659 -4.1432
H 2.5085 -2.8169 -6.1280
H 3.2523 -4.0862 -5.1034
H 5.4135 -2.9113 -7.9305
H 2.8351 0.4425 -4.7849
H 1.2756 1.3160 -4.8951
H 2.9834 0.7847 -8.4526
H 3.2359 1.3041 -6.7871
H 1.6601 1.5924 -7.5332
H -0.6746 -1.2184 -3.0893
H -2.5378 0.3078 -3.9072
H -1.1133 -0.0004 -5.5297
H -0.4335 2.6753 -3.8058
H -1.4032 1.1544 0.0212
H 0.2029 1.7116 0.3281
H -1.5551 -0.1355 1.9344
H 0.1778 -0.5260 1.9885
H -0.7117 -2.5682 -1.4911
H -3.8512 0.1750 -1.8852
H -3.7685 -2.0272 -2.4357
C -7.7447 2.0435 -2.8594
C -7.3728 2.3278 -4.3027
O -6.2300 1.4684 -4.5217
S -6.4073 0.1259 -3.7099
O -6.8926 -0.9239 -4.5220
O -5.1934 -0.0882 -2.9792
O -7.5394 0.6183 -2.7334
H -7.0859 2.5539 -2.1570
H -8.7813 2.2644 -2.6262
H -7.0700 3.3552 -4.4766
H -8.1624 2.0454 -4.9985
C 1.3144 0.5207 7.9835
C 0.8839 -0.1977 9.2418
O 1.4010 -1.5316 9.0695
S 2.7712 -1.4873 8.2669
O 3.8780 -1.5420 9.1517
O 2.6757 -2.4035 7.1836
O 2.6339 0.0062 7.7266
H 0.6698 0.2646 7.1432
H 1.3641 1.5982 8.1051
H -0.1941 -0.2497 9.3479
H 1.3289 0.2416 10.1347
C -3.3973 1.7255 8.2422
C -3.4743 3.1798 8.6569
O -2.9024 3.1783 9.9835
S -1.7541 2.0998 10.0880
O -0.4757 2.6869 9.8716
O -1.9815 1.2876 11.2283
O -2.1258 1.2862 8.7617
H -4.1897 1.1306 8.6980
H -3.4000 1.5852 7.1649
H -4.4963 3.5322 8.7102
H -2.8670 3.8173 8.0131
C 3.1660 -2.0213 -10.7193
C 2.4233 -3.1826 -10.0909
O 1.4521 -3.5324 -11.0876
S 2.0509 -3.3047 -12.5496
O 2.5684 -4.5194 -13.0659
O 1.1197 -2.5327 -13.2886
O 3.2851 -2.3931 -12.0975
H 2.5963 -1.0936 -10.6465
H 4.1619 -1.8720 -10.3105
H 1.9107 -2.9066 -9.1794
H 3.0754 -4.0404 -9.9117
C -9.2824 1.3667 10.2069
C -8.0334 0.5067 10.1777
O -7.4572 0.8022 8.8893
S -7.7327 2.3200 8.5034
O -6.5987 3.1129 8.8429
O -8.2536 2.3668 7.1868
O -8.8619 2.5932 9.5785
H -10.0941 0.9334 9.6224
H -9.6249 1.5930 11.2119
H -8.2397 -0.5577 10.2280
H -7.3238 0.7887 10.9564
*
```

Here are the Mulliken charges for atoms 1 to 99, given in e: -1.1675, 0.0147, -0.4779, -0.8573, -0.1906, -0.1249, -2.0393, -0.1711, 0.0812, 0.2359, 0.1835, -0.9572, -0.4665, 3.0482, -1.8851, -2.0364, -0.6710, 1.2726, -0.6059, -0.6599, -0.4229, -3.3172, -0.2169, 0.6748, -1.1940, -0.4337, -1.1653, 0.4768, -0.8545, -0.3728, 1.3687, -2.3466, -1.7913, 0.3219, -0.3006, -0.0511, 0.5245, -0.1997, -0.1709, -0.0566, -0.4874, 1.1912, -0.6696, -0.3461, -0.5401, 0.3010, 0.3576, 0.3333, 0.4335, 0.0009, 0.2968, 0.3622, 0.2505, 0.5216, 0.4225, 0.8242, 0.8878, 0.5879, 0.2941, 0.2249, 0.3994, 0.9773, 1.2228, 0.5967, 0.5506, 0.3215, 0.5628, 0.3574, 1.0676, 0.8623, 0.3659, 0.3002, 0.3991, 0.3764, -0.1372, 0.0495, 0.3372, 1.0530, 0.8241, 0.8770, 0.7644, 0.1306, 0.4156, 0.3299, -0.2893, -0.3197, -0.2902, 0.8970, -0.5617, -0.5372, -0.3177, 0.2651, 0.3144, 0.3218, 0.2981, 0.0998, -0.2644, -0.3636, 1.1138

A 5-piece molecular cluster, C30H59N2O14S4 overall at a distorted geometry. Source: the OMol25 dataset; level of theory: the ωB97M-V functional and the def2-TZVPD basis.

The HOMO energy (spin up / spin down) comes out at -8.24 / -9.13 eV. For the LUMO energy (spin up / spin down), the calculation gives 0.29 / 0.29 eV.

```
! wB97M-V def2-TZVPD RIJCOSX def2/J DEFGRID3
* xyz 0 2
C 6.3649 -2.2836 0.4791
C 5.8238 -1.1523 -0.4189
C 5.5521 -1.7636 -1.7961
C 4.5184 -0.6395 0.1874
C 3.9182 0.4742 -0.6770
C 2.6886 1.0743 0.0532
C 1.3879 0.4716 -0.4890
C 0.2627 0.7194 0.4830
O 0.3190 0.3112 1.6081
N -0.8154 1.4981 -0.0072
C -1.8655 0.7340 -0.6267
C -2.2658 -0.5136 -0.1595
C -3.2866 -1.2056 -0.8088
C -3.9318 -0.6595 -1.9167
C -3.5413 0.5960 -2.3734
C -2.5170 1.2863 -1.7311
C 4.9544 1.5899 -0.8901
C 6.4040 1.1609 -1.2042
C 7.3072 2.3161 -0.7409
C 6.6568 0.9908 -2.7207
N 6.8141 -0.0617 -0.4537
O 7.3704 0.1565 0.6778
H 6.0418 -2.1446 1.5035
H 7.4425 -2.3625 0.4121
H 5.9217 -3.2163 0.1381
H 5.2442 -1.0464 -2.5466
H 4.7386 -2.4749 -1.6807
H 6.4258 -2.3155 -2.1303
H 3.8245 -1.4745 0.2487
H 4.6952 -0.2424 1.1842
H 3.5549 0.0744 -1.6188
H 2.6857 2.1539 -0.0687
H 2.7471 0.8574 1.1159
H 1.1323 0.9689 -1.4206
H 1.5148 -0.5926 -0.6668
H -1.1592 2.1168 0.7169
H -1.7823 -0.9433 0.7046
H -3.5964 -2.1801 -0.4655
H -4.7128 -1.1880 -2.4397
H -4.0122 1.0580 -3.2275
H -2.2196 2.2596 -2.0897
H 4.9513 2.2249 -0.0091
H 4.6133 2.1744 -1.7407
H 7.1057 3.1515 -1.4088
H 7.0638 2.6504 0.2596
H 8.3545 2.0504 -0.8209
H 7.0825 0.0093 -2.9050
H 7.3944 1.7031 -3.0667
H 5.7482 1.1038 -3.3017
O 2.9043 -0.0926 7.7294
S 2.2678 1.1088 7.2789
O 1.0161 1.5145 7.8363
O 2.1478 1.0541 5.6986
C 1.5306 -0.1201 5.1165
C 0.0223 -0.1121 5.2509
C 3.4012 2.4507 7.3797
H 1.9648 -1.0181 5.5594
H 1.8099 -0.1044 4.0649
H -0.2842 -0.2128 6.2916
H -0.4061 -0.9408 4.6874
H -0.3891 0.8233 4.8730
H 4.3412 2.1523 6.9245
H 3.5412 2.6707 8.4354
H 2.9720 3.3083 6.8693
O -1.1774 -4.1521 5.5438
S -1.2160 -4.7803 6.8297
O -1.6478 -4.0435 7.9749
O 0.2047 -5.4282 7.1215
C 1.3653 -4.5774 6.9884
C 1.5473 -3.6413 8.1649
C -2.1282 -6.2814 6.7315
H 1.3033 -4.0293 6.0469
H 2.2092 -5.2603 6.9138
H 0.7517 -2.8987 8.2075
H 2.4969 -3.1133 8.0771
H 1.5331 -4.1942 9.1042
H -1.7729 -6.8540 5.8797
H -3.1733 -6.0108 6.6003
H -1.9948 -6.8316 7.6587
O -6.2642 3.3924 -6.0528
S -5.7577 4.2538 -5.0270
O -4.9113 3.7044 -4.0143
O -6.9715 5.0159 -4.3513
C -8.0780 4.2196 -3.8672
C -7.7663 3.5304 -2.5542
C -4.9775 5.6568 -5.7441
H -8.3742 3.5046 -4.6360
H -8.8966 4.9246 -3.7409
H -7.0018 2.7642 -2.6774
H -8.6662 3.0553 -2.1639
H -7.3988 4.2488 -1.8219
H -5.6396 6.0827 -6.4925
H -4.0552 5.3091 -6.2042
H -4.7593 6.3741 -4.9578
O -3.9091 -2.0603 -8.2758
S -4.1944 -2.1249 -6.8750
O -5.3917 -2.7565 -6.4152
O -4.0996 -0.6637 -6.2654
C -4.8674 0.3891 -6.8954
C -6.3352 0.3365 -6.5377
C -2.8178 -2.8086 -6.0182
H -4.7147 0.3562 -7.9751
H -4.4286 1.3144 -6.5285
H -6.8204 -0.5441 -6.9592
H -6.8389 1.2206 -6.9151
H -6.4601 0.2944 -5.4553
H -1.9141 -2.3025 -6.3450
H -2.7768 -3.8652 -6.2724
H -2.9738 -2.6831 -4.9501
*
```

Here are the Mulliken charges for atoms 1 to 99, given in e: -1.7484, 1.9007, -2.1392, -2.0765, 1.5801, -1.4008, -0.2437, -0.0142, -0.5393, -0.2160, 0.5673, -0.5045, -0.7277, -0.7417, -0.4222, -0.4645, -2.4210, 2.1261, -2.0534, -1.8003, 0.5638, -0.6388, 0.3591, 0.4162, 0.4561, 0.4836, 0.4542, 0.4015, 0.4108, 0.6365, 0.2443, 0.5083, 0.3334, 0.3228, 0.3913, 0.3566, 0.4589, 0.3744, 0.5191, 0.5617, 0.4433, 0.5015, 0.1736, 0.5075, 0.3893, 0.4736, 0.3511, 0.5241, 0.3461, -0.6192, 1.2006, -0.6191, -0.2333, -0.0326, -1.0367, -0.9901, 0.2273, 0.0659, 0.4117, 0.3614, 0.2413, 0.3138, 0.3744, 0.3275, -0.6241, 1.2373, -0.6034, -0.2647, -0.3586, -0.9642, -0.9803, 0.3058, 0.2809, 0.2605, 0.3612, 0.3410, 0.3138, 0.3729, 0.3274, -0.6095, 1.2617, -0.5468, -0.3160, -0.3319, -0.8645, -1.0879, 0.3161, 0.2841, 0.1761, 0.3956, 0.2714, 0.3520, 0.3726, 0.3436, -0.6549, 1.2218, -0.6223, -0.2187, -0.3797

no.,electronic energy (eV)
1,-421002.598
2,-107050.022